[1]
This record from the Open Molecules 2025 dataset describes a cluster of 2 separate species, H6N3O2P in total. The level of theory is ωB97M-V/def2-TZVPD.

Output
**Energy above the lowest of the compared OMol25 structures with the same formula, charge and spin**: 213.8 kJ/mol
**Total charge**: 0
**Orbital gap**: 9.7 eV
**SMILES**: NP=O.NNO

The geometry in XYZ format:
```
12
Properties=species:S:1:pos:R:3:lowdin_charge:R:1
N 2.25120 0.39394 -0.68721 -0.23
P 1.93003 -1.19517 -0.39464 0.66
O 1.97334 -1.35696 1.07883 -0.53
H 2.12904 0.97833 0.22697 0.09
H 2.52719 0.91471 -1.50567 0.03
N -1.21344 0.41684 0.80028 -0.01
N -1.37798 -0.28696 -0.44577 -0.25
O -2.05224 -1.48411 -0.48901 -0.05
H -2.17507 0.46887 1.24227 0.10
H -0.46060 -0.08983 1.26830 0.04
H -1.99067 0.40684 -1.04503 0.15
H -1.44646 -2.13277 -0.44420 0.01
```

[2]
This record from the Open Molecules 2025 dataset describes a cluster of 3 separate species, C2H10INO in total. The level of theory is ωB97M-V/def2-TZVPD.

Output
**Total charge**: 0
**Orbital gap**: 6.5 eV

The geometry in XYZ format:
```
15
Properties=species:S:1:pos:R:3:lowdin_charge:R:1
N -0.92386 1.81069 3.19539 0.29
H -0.53460 2.73000 3.42234 0.15
H -0.26609 1.50641 2.46056 -0.03
H -1.86298 1.92968 2.81917 0.15
H -0.92762 1.21308 4.01798 0.15
I 2.11996 0.45384 1.30799 -0.43
C 0.98030 -1.23729 -2.36589 -0.12
C -0.44949 -0.84876 -2.01759 -0.31
O -0.69458 -1.18640 -0.64253 -0.16
H 1.66415 -0.55604 -1.85250 0.03
H 1.15503 -1.27522 -3.44294 0.07
H 1.29593 -2.21375 -1.99137 0.08
H -1.09069 -1.52970 -2.57862 0.10
H -0.59965 0.22125 -2.16295 0.10
H 0.13420 -1.01781 -0.16906 -0.06
```

[3]
This record from the Open Molecules 2025 dataset describes the molecule C8H10N3O2P. The level of theory is ωB97M-V/def2-TZVPD.

Output
**Energy above the lowest of the compared OMol25 structures with the same formula, charge and spin**: 328.9 kJ/mol
**Total charge**: 0
**Orbital gap (alpha / beta)**: 5.0 / 5.0 eV

The geometry in XYZ format:
```
24
Properties=species:S:1:pos:R:3:lowdin_charge:R:1
C 1.12416 -2.33522 -0.01035 -0.01
C 0.64945 -2.69552 1.21282 -0.04
C 0.88989 -1.02758 -0.48981 -0.17
C 0.14386 -0.12084 0.29661 0.00
C -0.36475 -0.52884 1.58868 -0.39
C -0.22041 1.13858 -0.21526 -0.25
C 0.11913 1.44133 -1.65194 -0.06
C 1.40983 0.74608 -2.06743 -0.16
N -0.03592 -1.81750 1.97871 0.14
N 1.34980 -0.65177 -1.70488 0.07
N -3.34111 0.87681 0.61335 -0.40
O -1.03698 0.15950 2.33927 -0.01
O -0.90696 2.02177 0.41525 -0.16
P -2.43989 1.91066 1.24149 0.41
H 1.67604 -3.03699 -0.61357 0.11
H 0.80508 -3.67968 1.62420 0.13
H -0.71565 1.09570 -2.26899 0.15
H 0.20258 2.52044 -1.78534 0.14
H 1.55096 0.82265 -3.14554 0.13
H 2.26525 1.23111 -1.56961 0.13
H -0.41821 -2.10485 2.87112 0.17
H 1.96316 -1.29050 -2.18570 0.15
H -2.05539 2.04463 2.56646 -0.04
H -2.61393 3.28005 0.96044 -0.04
```

[4]
This record from the Open Molecules 2025 dataset describes a cluster of 2 separate species, C14H16 in total. The level of theory is ωB97M-V/def2-TZVPD.

Output
**Energy above the lowest of the compared OMol25 structures with the same formula, charge and spin**: 53.7 kJ/mol
**Total charge**: 0
**Orbital gap**: 9.8 eV
**SMILES**: Cc1ccccc1.Cc1ccccc1

The geometry in XYZ format:
```
30
Properties=species:S:1:pos:R:3:lowdin_charge:R:1
C 2.95462 -1.61864 2.04917 -0.07
C 1.50748 -1.17522 2.10084 -0.29
C 0.51261 -2.00371 1.52579 -0.05
C -0.80936 -1.58380 1.53329 -0.11
C -1.16284 -0.37004 2.07996 -0.09
C -0.18328 0.46881 2.63919 -0.08
C 1.15279 0.05319 2.64559 -0.06
H 3.05188 -2.72780 1.88774 0.08
H 3.46009 -1.36519 3.01019 0.08
H 3.55035 -1.16569 1.17283 0.10
H 0.78172 -2.90847 1.06215 0.09
H -1.56565 -2.19755 1.15371 0.09
H -2.27853 -0.03960 2.01183 0.14
H -0.47476 1.35939 3.04674 0.07
H 1.91408 0.67639 3.04403 0.10
C 0.01921 2.73283 -0.61925 -0.06
C -0.41974 1.58140 -1.50506 -0.29
C 0.14323 0.31052 -1.34931 -0.05
C -0.20823 -0.73668 -2.23344 -0.08
C -1.14166 -0.50283 -3.23835 -0.10
C -1.69851 0.76876 -3.38880 -0.11
C -1.35120 1.80415 -2.54208 -0.07
H 0.45910 2.33073 0.33944 0.07
H -0.88401 3.29051 -0.29907 0.08
H 0.68641 3.45093 -1.19047 0.10
H 0.87682 0.12821 -0.55783 0.10
H 0.25187 -1.66655 -2.10519 0.08
H -1.42989 -1.31336 -3.88013 0.09
H -2.45585 0.96124 -4.18816 0.11
H -1.83436 2.81438 -2.69302 0.13
```

What did the third record say?
This record from the Open Molecules 2025 dataset describes the molecule C8H10N3O2P. The level of theory is ωB97M-V/def2-TZVPD.

Output
**Energy above the lowest of the compared OMol25 structures with the same formula, charge and spin**: 328.9 kJ/mol
**Total charge**: 0
**Orbital gap (alpha / beta)**: 5.0 / 5.0 eV

The geometry in XYZ format:
```
24
Properties=species:S:1:pos:R:3:lowdin_charge:R:1
C 1.12416 -2.33522 -0.01035 -0.01
C 0.64945 -2.69552 1.21282 -0.04
C 0.88989 -1.02758 -0.48981 -0.17
C 0.14386 -0.12084 0.29661 0.00
C -0.36475 -0.52884 1.58868 -0.39
C -0.22041 1.13858 -0.21526 -0.25
C 0.11913 1.44133 -1.65194 -0.06
C 1.40983 0.74608 -2.06743 -0.16
N -0.03592 -1.81750 1.97871 0.14
N 1.34980 -0.65177 -1.70488 0.07
N -3.34111 0.87681 0.61335 -0.40
O -1.03698 0.15950 2.33927 -0.01
O -0.90696 2.02177 0.41525 -0.16
P -2.43989 1.91066 1.24149 0.41
H 1.67604 -3.03699 -0.61357 0.11
H 0.80508 -3.67968 1.62420 0.13
H -0.71565 1.09570 -2.26899 0.15
H 0.20258 2.52044 -1.78534 0.14
H 1.55096 0.82265 -3.14554 0.13
H 2.26525 1.23111 -1.56961 0.13
H -0.41821 -2.10485 2.87112 0.17
H 1.96316 -1.29050 -2.18570 0.15
H -2.05539 2.04463 2.56646 -0.04
H -2.61393 3.28005 0.96044 -0.04
```